{
  "formula": "C38H52N3O2P2Re",
  "method": "ωB97M-V/def2-TZVPD",
  "charge": 3,
  "e_tot_ha": -2554.1005,
  "relative_energy_kcal_mol": 9.2,
  "s_squared": 3.807,
  "mol_weight_da": 831.01,
  "homo_energy_ha": [-0.565, -0.588],
  "homo_lumo_gap_ev": [6.016, 5.987],
  "spin_multiplicity": 4,
  "elements": ["Re", "C", "C", "C", "P", "C", "C", "C", "C", "C", "C", "C", "C", "C", "C", "N", "C", "C", "C", "C", "C", "C", "C", "P", "C", "C", "C", "C", "C", "C", "H", "H", "H", "H", "H", "H", "H", "H", "H", "H", "H", "H", "H", "H", "H", "H", "H", "H", "H", "H", "H", "H", "H", "H", "H", "H", "H", "H", "H", "H", "H", "H", "H", "H", "H", "H", "H", "H", "H", "H", "O", "C", "C", "C", "C", "N", "C", "C", "C", "C", "C", "C", "O", "C", "C", "N", "H", "H", "H", "H", "H", "H", "H", "H", "H", "H", "H", "H"],
  "coordinates": [[0.089, -0.153, -0.226], [-3.466, -3.631, -0.589], [-2.888, -2.216, -0.647], [-3.910, -1.167, -0.201], [-1.320, -2.048, 0.328], [-0.404, -3.647, 0.255], [0.762, -3.643, 1.248], [0.069, -3.895, -1.180], [-1.567, -1.755, 2.087], [-2.468, -2.467, 2.859], [-2.422, -2.426, 4.255], [-3.414, -3.154, 5.099], [-1.362, -1.721, 4.842], [-0.467, -0.994, 4.092], [-0.599, -0.910, 2.688], [0.189, -0.130, 1.866], [1.039, 0.852, 2.388], [0.719, 1.647, 3.501], [1.657, 2.495, 4.048], [2.953, 2.578, 3.528], [3.985, 3.452, 4.164], [3.234, 1.870, 2.357], [2.288, 1.059, 1.751], [2.486, 0.264, 0.125], [3.952, -0.875, 0.196], [3.787, -2.010, -0.820], [5.302, -0.177, 0.043], [2.656, 1.660, -1.108], [3.035, 1.110, -2.486], [3.548, 2.835, -0.711], [-4.391, -3.648, -1.166], [-3.713, -3.930, 0.430], [-2.801, -4.377, -1.019], [-2.578, -2.001, -1.675], [-4.294, -1.393, 0.794], [-4.753, -1.169, -0.892], [-3.489, -0.163, -0.187], [-1.125, -4.414, 0.549], [1.407, -2.772, 1.096], [1.363, -4.541, 1.101], [0.415, -3.640, 2.280], [0.756, -3.101, -1.484], [-0.758, -3.931, -1.891], [0.601, -4.844, -1.237], [-3.211, -3.095, 2.383], [-4.228, -3.568, 4.508], [-3.830, -2.485, 5.854], [-2.933, -3.971, 5.643], [-1.238, -1.759, 5.918], [0.367, -0.520, 4.587], [-0.277, 1.599, 3.921], [1.392, 3.098, 4.907], [3.795, 3.573, 5.228], [3.960, 4.448, 3.713], [4.990, 3.058, 4.020], [4.218, 1.973, 1.918], [3.881, -1.285, 1.208], [3.933, -1.649, -1.840], [2.802, -2.474, -0.745], [4.537, -2.779, -0.634], [5.435, 0.237, -0.955], [6.088, -0.919, 0.189], [5.459, 0.610, 0.778], [1.624, 2.050, -1.168], [4.104, 0.915, -2.546], [2.799, 1.850, -3.251], [2.507, 0.187, -2.731], [4.593, 2.537, -0.631], [3.231, 3.299, 0.219], [3.485, 3.596, -1.491], [-1.766, 1.790, -6.597], [-1.018, 0.611, -6.481], [-0.735, 0.367, -5.036], [0.126, -0.645, -4.611], [0.359, -0.809, -3.267], [-0.210, -0.041, -2.318], [-1.068, 0.932, -2.722], [-1.341, 1.152, -4.057], [-1.683, 1.724, -1.640], [-2.444, 2.855, -1.850], [-3.012, 3.531, -0.769], [-3.852, 4.745, -1.018], [-4.347, 4.662, -2.328], [-2.780, 3.029, 0.511], [-2.010, 1.899, 0.659], [-1.463, 1.254, -0.385], [-1.911, 2.003, -7.524], [-0.069, 0.661, -7.028], [-1.562, -0.260, -6.872], [0.619, -1.294, -5.324], [1.033, -1.579, -2.918], [-2.030, 1.925, -4.364], [-2.630, 3.237, -2.843], [-3.220, 5.633, -0.879], [-4.649, 4.802, -0.268], [-4.861, 5.446, -2.545], [-3.211, 3.499, 1.386], [-1.850, 1.463, 1.636]],
  "forces_ev_per_angstrom": [[-0.2016, -0.0924, 0.4851], [0.0085, -0.0241, -0.0319], [0.1594, 0.1574, 0.1825], [0.0412, -0.0136, -0.0299], [-0.0006, 0.0393, 0.1467], [0.1901, 0.2310, -0.1400], [-0.0969, 0.0087, -0.0117], [-0.1275, 0.0268, 0.0790], [0.0924, 0.2830, -0.1616], [0.0029, -0.0856, 0.0518], [0.1182, 0.0607, -0.0696], [-0.0356, -0.0425, 0.1181], [-0.1097, -0.0979, -0.0156], [0.1800, 0.1635, -0.2051], [-0.3142, -0.4032, 0.3563], [-0.0882, -0.0587, -0.5137], [0.2817, 0.2835, 0.0941], [-0.1340, -0.1600, -0.1240], [0.0640, 0.0035, -0.0479], [-0.0127, -0.0394, -0.0762], [-0.0026, 0.1086, -0.0137], [-0.0200, 0.1186, 0.0416], [-0.1478, -0.2565, -0.0912], [0.4756, 0.0809, 0.2392], [-0.2536, -0.0476, -0.2618], [0.0313, 0.0785, 0.0220], [0.0136, 0.0207, 0.0801], [-0.0142, -0.2079, 0.0814], [-0.0451, -0.0305, 0.0339], [-0.0262, 0.0338, -0.0137], [-0.0032, 0.0007, 0.0077], [-0.0176, -0.0138, -0.0218], [-0.0205, -0.0093, 0.0223], [0.0088, -0.0060, -0.0067], [0.0004, 0.0172, 0.0061], [-0.0029, -0.0208, 0.0013], [-0.0751, -0.0080, 0.0067], [-0.0543, 0.0364, 0.0138], [0.0353, -0.0365, 0.0217], [0.0114, 0.0066, -0.0122], [0.0219, 0.0237, 0.0070], [0.0441, -0.0812, -0.0238], [0.0406, 0.0200, -0.0290], [0.0125, 0.0026, -0.0103], [-0.0071, 0.0114, 0.0216], [-0.0036, -0.0013, 0.0052], [-0.0426, -0.0110, -0.0312], [0.0110, -0.0044, -0.0418], [0.0032, 0.0164, -0.0059], [-0.0194, 0.0833, 0.0222], [0.0127, -0.0306, 0.0702], [-0.0038, -0.0159, 0.0078], [0.0534, -0.0116, 0.0091], [-0.0031, -0.0119, 0.0157], [-0.0039, -0.0234, 0.0338], [-0.0078, 0.0270, -0.0018], [-0.0866, -0.0054, 0.0164], [-0.0191, -0.0223, 0.0123], [0.0276, -0.0512, -0.0280], [0.0083, 0.0077, -0.0089], [-0.0148, 0.0288, -0.0175], [-0.0037, 0.0021, 0.0206], [0.0205, -0.0064, -0.0142], [-0.0242, -0.0115, 0.0113], [0.0270, -0.0227, 0.0113], [-0.0009, 0.0007, -0.0084], [0.0985, 0.0758, -0.0065], [-0.0094, -0.0086, 0.0363], [0.0177, 0.0205, 0.0201], [0.0125, -0.0236, -0.0207], [-0.0141, 0.0653, 0.0739], [-0.0144, -0.1284, -0.2466], [0.0229, 0.0031, 0.2547], [-0.0976, 0.0406, -0.0484], [0.0561, -0.1628, -0.0591], [-0.1144, 0.1965, -0.1752], [0.0463, -0.0630, -0.2380], [-0.0260, 0.0632, 0.0777], [-0.2066, 0.1954, 0.1200], [-0.0315, -0.0732, -0.0397], [0.0697, -0.1685, -0.0125], [-0.0573, 0.2125, 0.0916], [0.0433, -0.0768, -0.0753], [0.0151, 0.0418, -0.1139], [-0.1654, 0.0423, 0.1998], [0.2501, -0.2029, -0.1624], [-0.0257, -0.0091, -0.0488], [0.0186, 0.0220, 0.0506], [0.0214, 0.0032, 0.0204], [0.0143, -0.0124, 0.0262], [0.0076, 0.0416, 0.0106], [0.0363, 0.0002, -0.0163], [0.0154, -0.0476, -0.0075], [0.0221, -0.0395, 0.0417], [-0.0177, -0.0672, -0.0223], [-0.0214, 0.0606, 0.0198], [-0.0074, -0.0053, -0.0038], [0.0884, -0.0134, -0.0334]]
}


{
  "formula": "C6H11NO",
  "method": "ωB97M-V/def2-TZVPD",
  "charge": 0,
  "e_tot_ha": -365.1615,
  "relative_energy_kcal_mol": 43.9,
  "mol_weight_da": 113.16,
  "homo_energy_ha": -0.293,
  "homo_lumo_gap_ev": 8.929,
  "elements": ["C", "C", "C", "N", "C", "C", "C", "O", "H", "H", "H", "H", "H", "H", "H", "H", "H", "H", "H"],
  "coordinates": [[-2.463, -0.975, 0.166], [2.382, -0.403, 0.448], [1.102, 0.825, -1.373], [-1.363, -0.048, 0.027], [-1.391, 1.364, 1.602], [1.053, -0.058, -0.158], [-0.084, -0.482, 0.392], [-1.059, 2.367, 1.124], [-1.379, 0.467, -0.846], [-0.081, -1.131, 1.252], [-2.374, -1.832, -0.515], [-2.483, -1.337, 1.194], [-3.397, -0.458, -0.039], [2.069, 0.735, -1.862], [2.975, -1.021, -0.233], [2.260, -0.942, 1.382], [2.946, 0.510, 0.643], [0.955, 1.871, -1.103], [0.332, 0.549, -2.098]],
  "forces_ev_per_angstrom": [[0.0970, -0.2379, -0.1243], [-0.1210, -0.1137, -0.1071], [-0.2248, -0.1084, 0.1111], [0.1521, -0.5807, -1.2032], [0.3351, 2.7600, 0.3274], [0.0865, -0.0845, 0.0710], [0.1532, -0.0575, -0.4286], [-0.5686, -1.6556, 0.7897], [0.0086, -0.0519, 0.1299], [0.0490, -0.0958, 0.2407], [-0.0779, 0.0153, 0.1385], [-0.0569, -0.0090, 0.0037], [-0.0760, 0.0186, 0.0374], [0.0561, 0.0198, -0.0803], [0.0351, 0.0652, 0.0121], [0.0459, -0.0586, 0.1235], [0.0822, -0.0073, 0.0486], [0.0104, 0.1072, -0.0340], [0.0142, 0.0748, -0.0561]]
}


{
  "formula": "C25H29N3O2",
  "method": "ωB97M-V/def2-TZVPD",
  "charge": 0,
  "e_tot_ha": -1284.8549,
  "smiles": "CN1C[C@H](CNC(=O)OCc2ccccc2)C[C@@H]2c3cccc4c3c(cn4C)C[C@@H]21",
  "relative_energy_kcal_mol": 0.0,
  "mol_weight_da": 403.53,
  "homo_energy_ha": -0.277,
  "homo_lumo_gap_ev": 8.258,
  "elements": ["C", "N", "C", "C", "C", "H", "H", "C", "C", "C", "C", "C", "C", "N", "C", "C", "C", "C", "H", "H", "C", "H", "H", "C", "H", "H", "H", "H", "H", "H", "H", "H", "C", "N", "C", "O", "O", "C", "C", "C", "C", "C", "C", "C", "H", "H", "H", "H", "H", "H", "H", "H", "H", "H", "H", "H", "H", "H", "H"],
  "coordinates": [[1.380, -3.985, 2.375], [1.372, -3.318, 1.094], [2.506, -2.429, 0.932], [2.629, -1.978, -0.526], [1.322, -1.331, -0.980], [1.133, -0.414, -0.420], [1.383, -1.066, -2.037], [0.167, -2.312, -0.753], [-1.136, -1.725, -1.214], [-1.637, -1.707, -2.498], [-2.874, -1.109, -2.770], [-3.656, -0.522, -1.794], [-3.164, -0.530, -0.492], [-3.631, -0.056, 0.703], [-2.712, -0.355, 1.687], [-1.642, -1.007, 1.150], [-1.915, -1.123, -0.234], [-0.365, -1.563, 1.675], [-0.489, -1.945, 2.691], [0.390, -0.772, 1.706], [0.097, -2.713, 0.739], [-0.656, -3.509, 0.823], [-2.905, -0.064, 2.703], [-4.898, 0.581, 0.918], [-4.853, 1.192, 1.821], [-5.138, 1.222, 0.069], [-5.700, -0.156, 1.035], [-4.610, -0.081, -2.043], [-3.234, -1.116, -3.789], [-1.082, -2.159, -3.307], [0.384, -3.224, -1.322], [2.800, -2.871, -1.135], [3.832, -1.044, -0.732], [3.721, 0.203, -0.013], [3.204, 1.312, -0.586], [3.024, 1.470, -1.767], [2.959, 2.245, 0.367], [2.333, 3.454, -0.070], [0.845, 3.384, 0.157], [0.238, 4.133, 1.156], [-1.125, 4.034, 1.372], [-1.891, 3.178, 0.599], [-1.291, 2.425, -0.396], [0.069, 2.529, -0.617], [0.536, 1.949, -1.399], [-1.880, 1.756, -1.005], [-2.955, 3.103, 0.769], [-1.590, 4.628, 2.147], [0.834, 4.801, 1.762], [2.554, 3.594, -1.134], [2.786, 4.257, 0.517], [3.746, 0.181, 0.994], [4.752, -1.546, -0.420], [3.909, -0.782, -1.790], [3.404, -2.986, 1.214], [2.439, -1.550, 1.598], [0.502, -4.624, 2.450], [2.270, -4.612, 2.437], [1.387, -3.295, 3.234]],
  "forces_ev_per_angstrom": [[0.0421, 0.0487, -0.0236], [0.0850, -0.0099, 0.0399], [0.0830, -0.1072, -0.3287], [0.1465, 0.3580, 0.1674], [0.1425, -0.4354, -0.0463], [-0.0226, 0.1284, 0.0143], [-0.0311, 0.0797, -0.0185], [-0.0424, 0.1368, -0.0041], [-0.1602, 0.0414, 0.0835], [0.1628, -0.0770, 0.0016], [-0.1208, 0.0685, -0.1103], [-0.2310, 0.1114, -0.0515], [0.5273, -0.2966, -0.1371], [-0.0134, 0.1206, -0.1247], [0.3728, -0.1698, 0.1677], [-0.1361, 0.0540, 0.1555], [-0.4114, 0.1406, -0.1057], [0.1201, -0.0834, 0.0507], [0.0884, 0.0208, -0.0113], [0.0407, -0.0351, 0.0695], [-0.1251, -0.1342, -0.0877], [0.0531, 0.0932, -0.0164], [-0.0478, 0.0668, 0.1688], [-0.3263, -0.0287, 0.0034], [0.0013, -0.0052, -0.0686], [0.0043, 0.0253, 0.0662], [0.0173, 0.0883, -0.0092], [-0.1025, 0.0336, -0.0535], [-0.0513, 0.0095, -0.0711], [0.0717, -0.0641, -0.0870], [-0.0371, 0.0312, 0.0721], [0.0200, -0.0099, 0.0214], [-0.1814, -0.2325, -0.1914], [0.0509, -0.0808, 0.4172], [0.2283, 0.1597, 0.3484], [-0.2018, 0.0380, -0.3988], [0.1205, -0.1689, 0.1029], [-0.1469, 0.2233, -0.2849], [0.2042, 0.0037, 0.0546], [0.1307, -0.0096, -0.0894], [-0.1729, 0.0618, 0.1172], [-0.0135, 0.0264, 0.0219], [-0.0386, -0.0602, -0.0426], [0.0235, 0.0244, -0.0235], [0.0697, -0.0657, -0.1101], [-0.0710, -0.0756, -0.0609], [-0.1280, -0.0125, 0.0225], [-0.0254, 0.0244, 0.0422], [0.0706, 0.0510, 0.0610], [0.0041, 0.0438, 0.2405], [-0.0692, -0.1015, -0.0828], [-0.0325, 0.1160, -0.1115], [-0.0134, 0.0205, -0.0855], [0.0957, -0.1072, 0.0936], [0.0130, 0.0468, 0.0379], [0.0376, -0.0297, 0.0064], [-0.0408, -0.0552, 0.0699], [-0.0104, -0.0274, 0.0860], [-0.0229, -0.0132, 0.0328]]
}